Record 1
Below is C4H6EuO3 as an isolated structure at a distorted geometry, with properties calculated with ωB97M-V with the def2-TZVPD basis set.

```
14
Properties=species:S:1:pos:R:3:mulliken_spin:R:1
C -5.745 -1.044 -0.385 0.0000
C -4.530 -1.308 -0.086 -0.0013
O -6.870 -0.704 -0.703 0.0000
H -3.845 -0.491 0.164 0.0008
H -4.325 -2.362 0.174 -0.0001
H -7.517 -0.570 0.026 0.0000
O -0.563 -1.425 0.495 0.2510
C -0.127 -0.340 0.611 0.6514
O 1.157 0.045 0.640 0.0205
Eu 1.600 2.455 0.973 7.0241
C 2.182 -0.983 0.303 0.0444
H 2.138 -1.741 1.088 0.0046
H 1.946 -1.385 -0.686 -0.0004
H 3.138 -0.455 0.303 0.0051
```

Energy ... -1090.7979 Ha
Multiplicity ... 9
Net charge ... +3
Energy relative to the best compared isomer or geometry (same formula, charge and spin) ... 0.555 eV
<S²> ... 20.0111
Lowest unoccupied orbital energy (alpha / beta) ... -12.242 / -12.460 eV
F_max ... 0.0271 Eh/bohr

Record 2
Below is C2H6N2O as an isolated structure at a distorted geometry, with properties calculated with ωB97M-V with the def2-TZVPD basis set.

```
11
Properties=species:S:1:pos:R:3:mulliken_charge:R:1
N -1.080 -0.236 0.770 -0.5520
N 0.021 0.585 0.930 0.0125
C 1.056 0.371 0.085 0.1294
C 0.896 -0.695 -0.784 -1.2070
O -1.824 0.224 -0.408 -0.4704
H -2.623 0.599 -0.020 0.3424
H -0.380 -1.099 0.097 0.5334
H 0.038 1.258 1.683 0.2316
H 2.007 0.802 0.369 0.3637
H 0.092 -0.696 -1.513 0.3438
H 1.798 -1.112 -1.210 0.2726
```

Energy ... -264.3889 Ha
Energy relative to the best compared isomer or geometry (same formula, charge and spin) ... 5.399 eV
Lowest unoccupied orbital energy ... 1.017 eV
F_max ... 0.0549 Eh/bohr

Record 3
Below is C29H47N2PPtSSi2Te as an isolated structure, with properties calculated with ωB97M-V with the def2-TZVPD basis set.

```
84
Properties=species:S:1:pos:R:3:mulliken_spin:R:1
Pt 0.865 1.909 -0.911 0.5417
C 0.568 0.522 0.491 0.4952
C 0.398 -0.398 1.294 -0.0059
C 0.213 -1.440 2.202 0.1645
C -1.013 -2.237 2.126 0.0773
C -2.203 -1.653 1.672 0.0401
C -3.370 -2.388 1.572 -0.0520
C -3.381 -3.736 1.905 0.0886
C -2.208 -4.336 2.342 -0.0489
C -1.040 -3.599 2.457 0.0880
C 1.246 -1.708 3.204 0.0597
C 0.952 -2.308 4.436 0.0935
C 1.941 -2.518 5.383 -0.0559
C 3.252 -2.136 5.131 0.1009
C 3.559 -1.527 3.921 -0.0698
C 2.571 -1.312 2.977 0.0673
H -2.196 -0.602 1.417 0.0314
H -4.278 -1.903 1.233 -0.0009
H -4.292 -4.314 1.822 0.0066
H -2.199 -5.390 2.592 -0.0012
H -0.132 -4.089 2.781 0.0010
H -0.069 -2.587 4.663 0.0042
H 1.682 -2.974 6.330 -0.0016
H 4.023 -2.302 5.871 0.0077
H 4.576 -1.216 3.713 -0.0018
H 2.808 -0.825 2.041 0.0656
S 2.345 0.958 -3.756 0.0231
C 2.770 -0.424 -2.920 0.0005
N 3.909 -1.141 -3.102 0.0048
C 3.919 -2.374 -2.328 0.0006
C 2.729 -2.168 -1.369 -0.0038
N 2.055 -1.022 -1.952 -0.0059
H 4.420 -1.023 -3.959 -0.0013
H 4.860 -2.486 -1.788 -0.0002
H 3.779 -3.249 -2.965 0.0000
H 3.056 -1.959 -0.347 0.0011
H 2.071 -3.037 -1.341 0.0020
H 1.353 -0.487 -1.456 -0.0126
C 4.109 1.268 -0.050 -0.0111
P 2.837 2.571 -0.078 0.1724
C 2.748 3.110 1.655 0.0072
C 3.710 3.925 -0.924 -0.0488
H 4.947 1.550 0.589 0.0009
H 4.472 1.101 -1.066 0.0030
H 3.657 0.349 0.322 0.0056
H 3.735 3.350 2.054 0.0022
H 2.300 2.305 2.240 -0.0006
H 2.103 3.985 1.730 0.0026
H 4.687 4.116 -0.472 0.0017
H 3.107 4.832 -0.875 0.0173
H 3.834 3.651 -1.971 0.0164
C -0.797 -1.793 -3.828 -0.0010
Si -2.462 -1.329 -3.109 0.0047
C -3.311 -2.842 -2.406 0.0005
C -3.548 -0.546 -4.419 0.0002
C -2.146 -0.105 -1.722 0.0292
Te -1.272 1.724 -2.421 0.0527
C -2.787 3.022 -1.650 0.0066
Si -2.708 3.588 0.148 -0.0080
C -2.631 2.112 1.295 -0.0117
C -4.285 4.559 0.455 0.0003
C -1.245 4.705 0.454 -0.0575
H -0.905 -2.435 -4.704 -0.0001
H -0.200 -2.332 -3.088 -0.0005
H -0.229 -0.909 -4.132 0.0011
H -3.448 -3.606 -3.174 0.0003
H -4.296 -2.590 -2.008 0.0002
H -2.726 -3.280 -1.594 -0.0002
H -3.734 -1.253 -5.231 0.0000
H -3.083 0.342 -4.852 0.0031
H -4.517 -0.255 -4.006 0.0007
H -1.418 -0.501 -1.010 0.0171
H -3.037 0.165 -1.156 0.0076
H -3.722 2.493 -1.852 0.0027
H -2.779 3.898 -2.304 0.0015
H -3.373 1.351 1.047 0.0006
H -2.819 2.431 2.323 -0.0011
H -1.639 1.655 1.266 0.0224
H -5.174 3.946 0.295 0.0001
H -4.350 5.422 -0.212 -0.0001
H -4.318 4.930 1.482 0.0000
H -0.311 4.210 0.171 0.0606
H -1.191 4.953 1.517 0.0008
H -1.326 5.638 -0.108 -0.0052
```

Energy ... -2948.6405 Ha
Multiplicity ... 3
Energy relative to the best compared isomer or geometry (same formula, charge and spin) ... 0.000 eV
<S²> ... 2.0432
Lowest unoccupied orbital energy (alpha / beta) ... 0.435 / -0.550 eV
F_max ... 0.0079 Eh/bohr